14
Properties=species:S:1:pos:R:3:mulliken_charge:R:1 method="wB97M-V/def2-TZVPD" homo_energy_ev=-9.5 de_lowest_kcal_mol=16.99 energy_ha=-2972.27484 spin_multiplicity=1 charge=0
O 0.659 2.591 0.484 -0.49
C 1.669 1.798 -0.123 -0.35
C 1.195 0.333 -0.063 0.28
Br 2.627 -0.968 -0.016 -0.18
N 0.062 -0.172 -0.050 -0.25
O -1.085 0.557 -0.096 -0.31
H 0.055 2.935 -0.127 0.31
H 1.732 1.967 -1.149 0.26
H 2.680 1.778 0.296 0.38
H -1.855 0.070 0.206 0.39
C -1.898 -2.721 0.154 -0.05
O -2.549 -1.743 0.330 -0.46
H -2.070 -3.668 0.780 0.23
H -1.221 -2.757 -0.626 0.25



13
Properties=species:S:1:pos:R:3:mulliken_charge:R:1 method="wB97M-V/def2-TZVPD" smiles="C=C(Br)C(N)=O.S" homo_energy_ev=-9.7 de_lowest_kcal_mol=23.48 energy_ha=-3220.07100 spin_multiplicity=1 charge=0
C -0.510 -0.441 -2.091 -0.64
C -0.845 -0.400 -0.774 0.18
Br -2.468 0.495 -0.235 -0.17
C 0.010 -1.194 0.254 0.53
N -0.024 -0.668 1.498 -0.26
O 0.878 -1.913 -0.149 -0.55
H 0.386 -0.808 -2.488 0.33
H -1.011 0.238 -2.839 0.27
H -0.751 0.025 1.555 0.12
H 0.211 -1.076 2.344 0.21
S 1.139 2.357 0.708 -0.28
H 1.466 1.090 0.314 0.16
H 1.522 2.295 1.903 0.12



13
Properties=species:S:1:pos:R:3:mulliken_charge:R:1 method="wB97M-V/def2-TZVPD" homo_energy_ev="-8.6 / -9.6" de_lowest_kcal_mol=0.00 energy_ha=-3183.64381 spin_multiplicity=3 charge=0
C -0.113 0.296 0.217 0.61
C -1.085 2.197 0.989 -0.68
C 1.519 -1.744 -0.567 -0.92
O 0.302 -0.124 1.294 -0.55
O -0.792 1.384 -0.069 -0.27
P 0.373 -0.562 -1.380 0.02
Br -2.172 -2.749 -2.852 0.00
H -0.334 2.953 1.131 0.26
H -1.083 1.528 1.795 0.35
H -2.089 2.657 0.898 0.23
H 2.080 -1.075 0.013 0.32
H 2.107 -2.055 -1.436 0.32
H 1.288 -2.704 -0.034 0.31



11
Properties=species:S:1:pos:R:3:mulliken_charge:R:1 method="wB97M-V/def2-TZVPD" homo_energy_ev="-8.1 / -7.5" de_lowest_kcal_mol=59.86 energy_ha=-3033.14117 spin_multiplicity=1 charge=0
C 0.750 0.492 0.329 0.18
C -0.436 1.218 -0.149 -0.97
C 0.710 -0.621 1.222 -1.13
P 2.847 1.096 -0.711 0.15
Br 4.141 -0.460 0.110 -0.16
H -0.699 2.037 0.607 0.24
H -0.180 1.783 -1.015 0.33
H -1.165 0.486 -0.273 0.37
H -0.336 -0.715 1.510 0.36
H 1.296 -0.426 2.133 0.31
H 1.146 -1.530 0.866 0.33